ORCA calculation (ωB97M-V/def2-TZVPD) on one molecule with the formula C4H6N2O.

Values from the calculation:
- Spin multiplicity: 1
- Highest occupied orbital energy: -8.54 eV
- Orbital gap: 0.3372 hartree
- Relative energy (zero: lowest compared OMol25 entry of this formula, charge and spin): 27.0 kcal/mol
- SMILES: N[C@@H]1NC=CC1=O
- Largest force on an atom: 0.72 eV/A
- LUMO level: 0.0233 Eh

Each line ends with the Löwdin charge.
Geometry (Å):
N  -1.308  0.255  -1.544  0.078
C  -0.358  0.357  -0.478  -0.366
C  -0.630  0.072  1.008  -0.388
O  -1.697  0.291  1.552  0.053
C  0.695  -0.263  1.535  -0.015
C  1.503  -0.524  0.470  -0.103
N  0.879  -0.341  -0.729  0.034
H  -2.080  0.880  -1.343  0.082
H  -1.690  -0.681  -1.639  0.085
H  -0.165  1.430  -0.277  0.172
H  0.966  -0.325  2.578  0.102
H  2.542  -0.840  0.487  0.126
H  1.344  -0.312  -1.621  0.141

ORCA calculation (ωB97M-V/def2-TZVPD) on a 2-piece molecular cluster, C5H13NO overall at a distorted geometry.

Values from the calculation:
- Spin multiplicity: 1
- Highest occupied orbital energy: -7.53 eV
- Orbital gap: 0.3101 hartree
- Relative energy (zero: lowest compared OMol25 entry of this formula, charge and spin): 105.2 kcal/mol
- SMILES: CN(C)O.C=CC
- Largest force on an atom: 4.00 eV/A
- LUMO level: 0.0333 Eh

Each line ends with the Löwdin charge.
Geometry (Å):
C  1.784  -0.983  -0.137  -0.095
C  1.413  1.304  0.847  0.015
N  0.822  0.120  -0.151  -0.290
O  0.825  0.578  -1.532  -0.058
H  -0.070  0.920  -1.672  0.081
H  1.446  -1.746  -0.838  0.079
H  1.773  -1.420  0.859  0.087
H  2.783  -0.662  -0.441  0.082
H  2.374  1.569  0.399  0.069
H  1.560  0.916  1.849  0.071
H  0.757  2.167  0.829  0.057
C  -1.751  -1.208  -0.674  -0.104
C  -1.245  -0.282  0.399  -0.313
C  -1.815  0.962  0.564  -0.064
H  -0.992  -0.817  1.314  0.103
H  -2.572  -1.806  -0.281  0.081
H  -0.922  -1.832  -1.015  0.058
H  -2.043  -0.656  -1.568  0.072
H  -2.434  1.355  -0.231  0.037
H  -1.694  1.522  1.479  0.033

ORCA calculation (ωB97M-V/def2-TZVPD) on a 2-piece molecular cluster, C3H9S overall at a distorted geometry.

Values from the calculation:
- Spin multiplicity: 1
- Highest occupied orbital energy: -2.42 eV
- Orbital gap: 0.2281 hartree
- Relative energy (zero: lowest compared OMol25 entry of this formula, charge and spin): 6.9 kcal/mol
- Charge: -1
- Largest force on an atom: 1.40 eV/A
- LUMO level: 0.1391 Eh

Each line ends with the Löwdin charge.
Geometry (Å):
S  3.534  -0.139  1.210  -0.380
H  2.891  0.203  0.085  -0.510
C  -1.288  -1.041  0.237  -0.136
C  -0.025  -0.259  -0.191  -0.338
C  -0.295  1.197  -0.491  -0.140
H  -2.129  -0.877  -0.446  0.054
H  -0.998  -2.091  0.265  0.060
H  -1.681  -0.752  1.212  0.060
H  0.571  -0.306  0.719  0.047
H  0.507  -0.816  -0.952  0.093
H  0.459  1.728  -1.078  0.062
H  -0.343  1.692  0.483  0.071
H  -1.203  1.461  -1.053  0.057

ORCA calculation (ωB97M-V/def2-TZVPD) on an isolated ion of composition C6H12N2O2 and charge +2 at a distorted geometry.

Values from the calculation:
- Spin multiplicity: 1
- Highest occupied orbital energy: -16.85 eV
- Orbital gap: 0.3485 hartree
- Relative energy (zero: lowest compared OMol25 entry of this formula, charge and spin): 42.5 kcal/mol
- Charge: +2
- SMILES: [NH3+]C1=C[C@@]([NH3+])(O)CC=C1O
- Largest force on an atom: 6.56 eV/A
- LUMO level: -0.2706 Eh

Each line ends with the Löwdin charge.
Geometry (Å):
C  0.090  1.187  0.146  0.017
C  0.035  -1.860  -0.275  -0.013
C  1.182  0.622  -0.224  0.008
C  1.065  -1.141  -0.605  -0.170
C  -0.972  -1.124  0.555  -0.099
C  -1.156  0.404  0.313  -0.470
N  2.544  1.034  -0.726  0.235
N  -1.902  0.985  1.558  0.286
O  2.118  -1.438  -1.442  -0.003
O  -1.800  0.724  -0.879  0.074
H  -0.152  2.139  -0.150  0.131
H  -0.276  -2.883  -0.503  0.154
H  -1.954  -1.629  0.446  0.141
H  -0.898  -1.416  1.660  0.159
H  3.024  -0.019  -0.727  0.232
H  3.119  1.758  -0.253  0.198
H  2.582  1.347  -1.667  0.158
H  -1.758  0.527  2.435  0.160
H  -2.949  1.102  1.416  0.215
H  -1.539  1.960  1.586  0.180
H  2.239  -2.449  -1.689  0.226
H  -2.642  0.172  -0.975  0.181

ORCA calculation (ωB97M-V/def2-TZVPD) on one molecule with the formula C11H13BrS at a distorted geometry.

Values from the calculation:
- Spin multiplicity: 1
- Highest occupied orbital energy: -8.69 eV
- Orbital gap: 0.3451 hartree
- Relative energy (zero: lowest compared OMol25 entry of this formula, charge and spin): 0.0 kcal/mol
- SMILES: C=C(c1cccs1)C1(Br)CCCC1
- Largest force on an atom: 6.16 eV/A
- LUMO level: 0.0257 Eh

Each line ends with the Löwdin charge.
Geometry (Å):
C  -3.216  -1.319  -1.251  -0.173
C  -2.023  -1.681  -0.534  -0.117
C  -3.753  -0.191  -0.762  -0.422
C  -1.645  -0.724  0.341  -0.566
C  -0.455  -0.637  2.537  0.022
C  -0.538  -0.623  1.253  -0.298
C  1.977  1.144  -1.427  -0.235
C  2.643  1.526  -0.033  -0.155
C  0.669  0.671  -0.977  -0.305
C  2.075  0.492  1.041  -0.205
C  0.930  -0.174  0.248  -0.657
S  -2.792  0.595  0.443  1.036
Br  1.593  -1.932  -0.325  0.750
H  -3.726  -1.771  -1.962  0.053
H  -1.460  -2.627  -0.836  0.126
H  -4.661  0.192  -1.231  0.075
H  0.378  -0.649  3.211  0.061
H  -1.329  -1.076  3.149  0.108
H  1.792  2.001  -2.057  0.106
H  2.669  0.282  -1.764  0.116
H  3.760  1.474  -0.097  0.109
H  2.336  2.547  0.242  0.100
H  0.139  1.627  -0.674  0.141
H  0.109  0.098  -1.870  0.163
H  2.815  -0.171  1.304  0.043
H  1.715  0.925  2.032  0.124

ORCA calculation (ωB97M-V/def2-TZVPD) on C3H3O3Pd as an isolated structure at a distorted geometry.

Values from the calculation:
- Spin multiplicity: 3
- Highest occupied orbital energy (alpha / beta): -14.00 / -15.41 eV
- Orbital gap (alpha / beta): 0.3080 / 0.2615 hartree
- Expectation value of S²: 2.01
- Relative energy (zero: lowest compared OMol25 entry of this formula, charge and spin): 0.0 kcal/mol
- Charge: +1
- Largest force on an atom: 12.49 eV/A
- LUMO level (alpha / beta): -0.2067 / -0.3049 Eh

Each line ends with the Mulliken spin population.
Geometry (Å):
O  -0.066  -1.466  -1.237  0.050
O  -2.260  1.025  0.207  0.337
C  -1.103  0.638  0.543  0.253
O  -0.147  1.482  0.308  0.093
C  0.908  0.432  -0.072  -0.013
H  1.651  0.447  0.744  0.004
C  0.690  -1.014  -0.408  -0.037
H  1.166  -1.701  0.325  0.009
H  1.408  0.892  -0.938  0.010
Pd  -2.247  -0.733  0.526  1.295